{
  "formula": "C11H18N4",
  "method": "ωB97M-V/def2-TZVPD",
  "homo_energy_ev": -17.0,
  "gap_ev": 10.76,
  "charge": 2,
  "mol_weight_da": 206.29,
  "smiles": "CC[C@@](C)(n1cc[n+](C)c1)[n+]1cc[nH]c1",
  "lumo_energy_ev": -6.2,
  "symbols": ["C", "C", "C", "C", "N", "C", "C", "N", "C", "C", "N", "C", "C", "N", "C", "H", "H", "H", "H", "H", "H", "H", "H", "H", "H", "H", "H", "H", "H", "H", "H", "H", "H"],
  "positions_angstrom": [[1.831936, -2.350094, 0.822723], [0.593238, -1.398268, 0.735576], [0.406642, -0.423389, -0.432875], [0.489147, -1.107519, -1.798928], [-0.956727, 0.128423, -0.363585], [-1.334327, 1.056195, -1.238769], [-2.661365, 1.359151, -0.858331], [-2.947675, 0.652610, 0.210237], [-4.267204, 0.501479, 0.831390], [-1.931262, -0.050640, 0.581372], [1.453618, 0.626567, -0.179773], [1.619579, 1.145378, 1.084585], [2.822781, 1.818223, 1.072590], [3.393266, 1.599780, -0.139060], [2.541329, 0.880556, -0.880800], [2.665911, -1.811438, 1.210510], [1.488753, -3.034865, 1.507337], [2.019684, -2.717745, -0.283626], [-0.385422, -2.056898, 0.690620], [0.502968, -0.796123, 1.728030], [0.324173, -0.490856, -2.606703], [1.407301, -1.570194, -2.019513], [-0.271376, -1.986963, -1.778455], [-0.769871, 1.272224, -2.079438], [-3.407130, 2.078138, -1.152583], [-4.990648, 1.142721, 0.240633], [-4.643011, -0.449069, 0.585844], [-4.327102, 0.567911, 1.865448], [-1.768177, -0.729525, 1.334131], [1.027419, 1.014140, 1.861965], [3.126545, 2.359033, 1.868141], [4.199063, 2.067638, -0.541560], [2.747956, 0.703405, -1.877133]],
  "atomic_forces_ev_per_a": [[-1.07, 2.29, -4.25], [-2.34, -0.96, 1.56], [0.66, -1.30, 0.37], [-1.27, -2.39, 1.92], [0.92, 0.28, 1.75], [-4.25, 0.66, 0.83], [1.62, 1.81, -2.51], [-1.48, -0.85, 2.50], [-1.57, 1.18, -3.08], [3.00, -0.41, -2.11], [-0.83, -0.83, 0.26], [4.22, 1.93, -3.32], [-2.77, -2.21, -1.06], [-0.65, 0.21, -0.56], [0.57, 1.03, 0.89], [0.83, 0.21, 0.13], [-0.11, -2.24, 1.21], [-0.08, 0.11, 2.64], [2.04, 0.94, 0.13], [0.02, -1.26, -1.68], [-0.84, 1.52, -1.69], [1.44, -0.57, 0.21], [1.11, 1.70, -0.15], [0.75, 0.81, -1.27], [0.27, 0.03, -0.72], [0.95, -0.17, 1.25], [-0.13, -1.58, -0.36], [0.37, 0.85, 1.80], [-0.45, -1.20, 1.77], [-2.81, -0.40, 3.05], [1.76, 1.73, 2.03], [0.10, -0.16, 0.26], [0.04, -0.75, -1.81]],
  "lowdin_charge": [-0.0160, -0.1821, -0.3758, 0.0286, 0.0139, 0.0437, 0.0395, -0.0790, 0.0721, 0.0149, 0.0594, 0.0209, 0.0367, 0.1629, 0.0013, 0.0685, 0.0556, 0.1296, 0.1570, 0.1334, 0.0616, 0.0745, 0.1665, 0.1239, 0.1535, 0.1425, 0.0973, 0.0933, 0.1380, 0.0912, 0.1159, 0.2011, 0.1556]
}

{
  "formula": "C4H6FO4Y",
  "method": "ωB97M-V/def2-TZVPD",
  "homo_energy_ev": [-15.9, -16.5],
  "gap_ev": [6.50, 6.88],
  "charge": 2,
  "mol_weight_da": 225.99,
  "lumo_energy_ev": [-9.4, -9.6],
  "symbols": ["C", "O", "H", "H", "H", "C", "O", "C", "C", "O", "O", "F", "H", "H", "H", "Y"],
  "positions_angstrom": [[-1.940501, 2.518583, -0.850939], [-1.699651, 1.230101, -1.260801], [-1.162521, 3.248295, -1.183796], [-2.914867, 2.917960, -1.231429], [-1.987368, 2.628106, 0.259379], [1.754166, -1.820557, 0.916891], [0.692548, -2.120946, 0.175003], [-0.099433, -0.761156, -0.117661], [1.023708, 0.206661, 0.234107], [1.931727, -0.564975, 1.098815], [2.294205, -2.755929, 1.512986], [-1.077128, -0.798023, 0.817914], [-0.352661, -0.939071, -1.161060], [1.585813, 0.522337, -0.645938], [0.677390, 1.057794, 0.822932], [1.274572, -4.569180, 0.613598]],
  "atomic_forces_ev_per_a": [[-1.51, 0.91, 0.05], [0.59, 0.42, 0.37], [-0.01, -0.67, 0.05], [0.72, -0.38, 0.05], [0.40, -0.34, -0.42], [-1.43, 0.77, 1.19], [-0.28, 0.06, -0.79], [0.11, -1.26, 1.31], [-0.07, 0.12, -0.02], [0.39, -0.10, -0.41], [0.70, -0.92, -0.43], [0.97, 0.14, -1.57], [-0.69, 0.58, 0.30], [-0.07, 0.00, 0.11], [-0.01, -0.16, -0.14], [0.18, 0.84, 0.33]],
  "lowdin_charge": [-0.1800, -0.0425, 0.1204, 0.0988, 0.1049, -0.6161, -0.0466, -0.1307, 0.0472, 0.1862, -0.0241, 0.1284, 0.1714, 0.1674, 0.1690, 1.8464]
}

{
  "formula": "C9H24N2O4P2",
  "method": "ωB97M-V/def2-TZVPD",
  "homo_energy_ev": -9.3,
  "gap_ev": 10.15,
  "charge": 0,
  "mol_weight_da": 286.25,
  "lumo_energy_ev": 0.8,
  "symbols": ["C", "C", "C", "C", "N", "O", "P", "O", "O", "P", "N", "O", "C", "C", "C", "C", "C", "H", "H", "H", "H", "H", "H", "H", "H", "H", "H", "H", "H", "H", "H", "H", "H", "H", "H", "H", "H", "H", "H", "H", "H"],
  "positions_angstrom": [[4.022368, -1.530897, 0.199401], [3.632735, -0.063824, -0.209083], [2.131193, 0.294138, 0.163236], [1.744999, 1.523985, -0.722077], [0.467114, 2.176764, -0.390428], [-0.499155, 1.260629, 0.035911], [-1.960088, 1.428875, -0.788668], [-1.775096, 2.288953, -2.019559], [-2.999166, 2.304300, 0.229594], [-2.154138, 3.254463, 1.330647], [-1.509970, 2.483378, 2.556557], [-2.769390, 0.020150, -1.042669], [-2.003645, -1.067177, -1.598972], [-0.740766, -0.684994, -2.434267], [-1.689891, -2.161232, -0.495277], [-1.254473, -1.571163, 0.884540], [-1.439949, -2.610899, 2.067207], [4.590971, -1.490385, 1.149754], [3.079268, -2.105040, 0.341819], [4.588881, -2.044996, -0.604630], [4.329850, 0.719191, 0.151242], [3.661211, -0.023896, -1.329063], [2.109334, 0.502433, 1.252292], [1.534877, -0.587883, -0.143473], [2.534274, 2.299941, -0.561957], [1.789662, 1.281126, -1.807652], [0.666191, 2.752695, 0.431840], [-1.216564, 3.981661, 0.539269], [-3.118024, 4.195322, 1.818825], [-1.924364, 2.849916, 3.413885], [-2.691605, -1.589746, -2.307266], [-0.481925, -1.595608, -3.031081], [-0.894369, 0.127423, -3.167658], [0.109178, -0.530850, -1.741219], [-1.018335, -2.953950, -0.887341], [-2.676675, -2.664931, -0.323093], [-1.727034, -0.603690, 1.140280], [-0.150675, -1.405204, 0.829315], [-2.372670, -3.197848, 1.975270], [-1.395584, -2.009316, 3.004711], [-0.528556, -3.251824, 2.089845]],
  "atomic_forces_ev_per_a": [[-0.37, 0.78, 0.09], [-0.92, -0.54, -1.01], [1.65, 0.15, -1.02], [0.30, -0.36, 0.51], [1.55, 1.42, -0.22], [-2.62, -1.31, -0.21], [-0.48, 2.84, -2.91], [-0.37, -2.16, 2.28], [2.37, -0.79, 0.28], [-0.29, -0.75, 1.61], [-0.37, 0.93, -1.03], [1.84, 2.05, 1.25], [0.74, -2.09, -1.04], [-0.07, -0.94, 0.19], [-1.57, 0.89, 0.48], [1.08, -1.22, 0.01], [0.86, 1.18, -0.41], [-0.28, -0.44, -0.57], [0.71, 0.24, 0.08], [-0.10, 0.39, 0.67], [-0.32, -0.57, -0.03], [0.15, 0.10, 0.78], [-0.57, -0.13, -0.62], [0.12, 0.56, 0.60], [-0.73, -0.34, -0.13], [-0.21, -0.10, 0.72], [-0.39, -0.37, 0.00], [-0.68, -0.46, -0.10], [0.24, -0.32, -0.92], [0.04, -0.35, -0.11], [0.23, 0.77, 0.52], [-0.24, 0.60, 0.51], [0.08, -0.19, 0.71], [-0.38, 0.33, -0.61], [-0.16, 0.70, 0.21], [0.71, 0.27, -0.11], [0.06, -0.71, -0.28], [-0.87, 0.30, 0.14], [0.53, 0.30, 0.21], [-0.36, -0.67, -0.48], [-0.91, 0.04, -0.05]],
  "lowdin_charge": [-0.1082, -0.2566, -0.1951, -0.2013, -0.0891, -0.2962, 0.5619, -0.2820, -0.3938, 0.6607, -0.2861, -0.1594, -0.3739, -0.0538, -0.1431, -0.2408, -0.0984, 0.0693, 0.0643, 0.0682, 0.1042, 0.1014, 0.1269, 0.0714, 0.1309, 0.1194, 0.0999, 0.0236, 0.0194, -0.0423, 0.1440, 0.0955, 0.0860, 0.0546, 0.1231, 0.1125, 0.0875, 0.0839, 0.0677, 0.0733, 0.0703]
}